Entry from the Open Molecules 2025 dataset: a 3-piece molecular cluster, C4H16NO3 overall at a distorted geometry (ωB97M-V/def2-TZVPD).

Each line ends with the natural charge from an NBO analysis.
Geometry (Å):
C1 1.4357 1.4854 0.8650  -0.670
C2 0.6715 0.4353 0.1350  -0.022
C3 1.4285 -0.0003 -1.1687  -0.453
C4 1.0927 -1.3432 -1.8464  -0.067
O1 0.2434 -2.1172 -1.0349  -0.746
N1 -0.7321 0.9959 -0.3661  -0.731
H1 0.8773 2.1487 1.4918  0.223
H2 2.0589 2.2591 0.3689  0.239
H3 2.2949 1.0170 1.3692  0.259
H4 0.4752 -0.4416 0.7685  0.253
H5 1.4166 0.8165 -1.8887  0.218
H6 2.5106 0.0306 -0.9434  0.239
H7 0.5016 -1.1660 -2.7844  0.163
H8 1.9993 -1.8917 -2.1679  0.194
H9 0.1716 -2.9796 -1.4660  0.489
H10 -1.4010 0.1936 -0.3073  0.479
H11 -0.8744 1.6961 0.3565  0.453
H12 -0.7109 1.3829 -1.3208  0.427
H13 -0.6385 2.2274 2.8850  0.484
H14 -1.5738 1.1893 3.1365  0.492
O2 -0.9201 1.4006 2.4472  -0.965
H15 -2.0961 -2.0325 -0.0077  0.498
H16 -2.5911 -1.3096 1.1991  0.490
O3 -2.4167 -1.1695 0.2596  -0.949

Properties
relative energy (zero: lowest compared OMol25 entry of this formula, charge and spin) = 25.1 kcal per mole
E_LUMO = -2.82 eV
E_HOMO = -0.50902 hartree
electronic energy = -12033.5463 eV
charge = +1

---

Entry from the Open Molecules 2025 dataset: C5H8ClN as an isolated structure at a distorted geometry (ωB97M-V/def2-TZVPD).

Each line ends with the natural charge from an NBO analysis.
Geometry (Å):
C1 1.5061 -0.3103 0.7364  -0.361
C2 0.7473 -1.0400 -0.2294  -0.104
C3 -0.5479 -0.6130 -0.9078  -0.224
C4 -1.3362 0.5445 -0.4677  -0.209
C5 -0.7994 1.8886 0.1108  -0.519
H1 1.0695 0.4254 1.4488  0.249
H2 2.0164 -1.1642 1.2609  0.235
H3 1.4441 -1.8997 -0.7414  0.237
H4 -0.8910 -1.0401 1.0921  0.331
H5 -1.0539 -1.1744 -1.7483  0.243
H6 -2.7438 0.4738 -0.8016  0.249
H7 0.4203 2.6164 0.3594  0.292
H8 -1.9389 2.5146 0.2632  0.226
N1 -0.5391 -1.6618 0.1522  -0.549
Cl1 2.6464 0.4403 -0.5275  -0.095

Properties
relative energy (zero: lowest compared OMol25 entry of this formula, charge and spin) = 181.1 kcal per mole
E_LUMO = 0.50 eV
E_HOMO = -0.32753 hartree
electronic energy = -19319.0993 eV
charge = 0

---

Entry from the Open Molecules 2025 dataset: C34H39N4O2P2RuS3 as an isolated structure at a distorted geometry (ωB97M-V/def2-TZVPD).

Each line ends with the Löwdin charge.
Geometry (Å):
Ru1 0.0225 -1.2544 -0.8139  0.763
S1 2.1652 -0.7231 0.9249  0.322
P1 0.5782 0.1452 1.7953  0.441
C1 -0.7980 0.0005 0.7528  -0.633
P2 -1.2308 1.2134 -0.3899  0.385
S2 -0.0151 1.1025 -1.9880  0.252
C2 -1.4581 2.9294 0.1828  -0.362
C3 -0.8256 3.9994 -0.4353  -0.103
C4 -1.0860 5.2989 -0.0132  -0.082
C5 -1.9616 5.5259 1.0371  -0.087
C6 -2.5761 4.4548 1.6769  -0.078
C7 -2.3236 3.1596 1.2539  -0.092
C8 -2.9881 0.8098 -0.7725  -0.314
C9 -3.4750 -0.4819 -0.5851  -0.095
C10 -4.8147 -0.7690 -0.8068  -0.074
C11 -5.6883 0.2351 -1.2039  -0.091
C12 -5.2125 1.5223 -1.3970  -0.084
C13 -3.8693 1.8072 -1.1886  -0.084
C14 1.0076 1.7942 2.4137  -0.337
C15 0.4090 2.3105 3.5626  -0.077
C16 0.7052 3.6024 3.9764  -0.076
C17 1.5829 4.3843 3.2394  -0.083
C18 2.1675 3.8771 2.0869  -0.079
C19 1.8788 2.5862 1.6707  -0.102
C20 0.1063 -0.7319 3.3238  -0.371
C21 1.0129 -0.8112 4.3831  -0.096
C22 0.6430 -1.4153 5.5755  -0.080
C23 -0.6289 -1.9606 5.7075  -0.087
C24 -1.5211 -1.9104 4.6452  -0.075
C25 -1.1589 -1.2879 3.4551  -0.091
H1 -0.1542 3.8097 -1.2651  0.072
H2 -0.6054 6.1363 -0.5065  0.102
H3 -2.1606 6.5391 1.3678  0.101
H4 -3.2556 4.6347 2.5019  0.104
H5 -2.8130 2.3182 1.7332  0.117
H6 -2.8108 -1.2514 -0.2325  0.065
H7 -5.1798 -1.7794 -0.6603  0.100
H8 -6.7384 0.0154 -1.3560  0.100
H9 -5.8888 2.3103 -1.7080  0.101
H10 -3.5049 2.8159 -1.3387  0.106
H11 -0.2710 1.6964 4.1392  0.108
H12 0.2442 4.0027 4.8720  0.105
H13 1.8026 5.3970 3.5561  0.103
H14 2.8423 4.4947 1.5054  0.104
H15 2.3367 2.1735 0.7794  0.080
H16 2.0045 -0.3864 4.2647  0.111
H17 1.3421 -1.4564 6.4026  0.102
H18 -0.9253 -2.4210 6.6425  0.101
H19 -2.5026 -2.3589 4.7455  0.101
H20 -1.8492 -1.2178 2.6238  0.086
C26 -1.3804 -5.0820 1.2453  0.006
C27 -1.0035 -3.9325 0.3633  -0.280
N1 -0.0858 -3.0932 0.6256  -0.068
O1 0.5977 -3.2940 1.7818  -0.068
C28 -1.7165 -3.6720 -0.8766  -0.294
C29 -2.9023 -4.4377 -1.3593  -0.017
N2 -1.2243 -2.6793 -1.5457  -0.325
O2 -1.6799 -2.1800 -2.6006  -0.127
H21 -0.6512 -5.2070 2.0389  0.076
H22 -1.4515 -6.0015 0.6613  0.089
H23 -2.3595 -4.8922 1.6933  0.094
H24 1.3076 -2.6252 1.7131  -0.026
H25 -3.6766 -4.4793 -0.5908  0.082
H26 -2.6368 -5.4598 -1.6379  0.084
H27 -3.2976 -3.9306 -2.2365  0.076
C30 5.9144 0.0562 -2.8481  -0.080
C31 4.4088 0.2887 -2.7362  -0.215
N3 3.6734 -0.8831 -2.2639  0.020
C32 2.7678 -1.5857 -2.9341  -0.793
S3 1.7103 -2.6219 -2.0789  0.626
N4 2.6633 -1.4899 -4.2715  0.014
C33 3.7558 -1.4595 -5.2488  -0.228
C34 3.4580 -0.5024 -6.3933  -0.078
H28 6.3808 0.8698 -3.4068  0.079
H29 6.1369 -0.8812 -3.3582  0.065
H30 6.3734 0.0099 -1.8590  0.077
H31 3.9834 0.5956 -3.6899  0.103
H32 4.2256 1.0933 -2.0246  0.121
H33 3.5890 -0.9999 -1.2636  0.042
H34 1.8392 -1.9759 -4.5914  0.118
H35 3.8965 -2.4684 -5.6402  0.122
H36 4.6760 -1.1762 -4.7516  0.082
H37 2.4793 -0.7157 -6.8273  0.078
H38 4.2116 -0.6069 -7.1752  0.076
H39 3.4572 0.5338 -6.0495  0.071

Properties
relative energy (zero: lowest compared OMol25 entry of this formula, charge and spin) = 48.0 kcal per mole
E_LUMO (alpha / beta) = 0.27 / -0.08 eV
E_HOMO (alpha / beta) = -0.25066 / -0.24902 hartree
spin multiplicity = 2
electronic energy = -99610.2338 eV
charge = 0

---

Entry from the Open Molecules 2025 dataset: an isolated ion of composition C7H16NO2 and charge +1 at a distorted geometry (ωB97M-V/def2-TZVPD).

Each line ends with the natural charge from an NBO analysis.
Geometry (Å):
C1 0.9846 0.4874 -0.9676  -0.190
C2 0.0587 0.2345 -2.3053  -0.111
C3 -1.2972 2.0977 -1.9047  0.699
C4 -1.2188 -1.0897 0.7441  -0.628
C5 0.8599 -2.1665 1.7825  -0.620
C6 0.3297 0.3057 2.1657  -0.610
C7 0.1918 -0.8921 1.1918  0.114
N1 0.9489 -0.5514 -0.0123  -0.653
O1 -1.1332 0.8559 -1.9253  -0.344
O2 -0.3760 2.9374 -2.2837  -0.579
H1 1.9081 0.5800 -1.4926  0.213
H2 0.8005 1.4464 -0.5659  0.193
H3 0.3631 0.8377 -3.1444  0.204
H4 -0.1286 -0.7627 -2.4413  0.228
H5 -2.1957 2.5236 -1.4459  0.209
H6 -1.3131 -2.1084 0.4784  0.220
H7 -1.9715 -1.0803 1.6366  0.220
H8 -1.6015 -0.4537 -0.0419  0.196
H9 0.5663 -2.9903 1.1533  0.212
H10 0.5061 -2.4701 2.8128  0.238
H11 1.9509 -2.0056 1.9124  0.235
H12 1.3513 0.3977 2.5851  0.227
H13 0.1519 1.2828 1.6108  0.184
H14 -0.3773 0.1858 3.0495  0.228
H15 1.3774 -1.4259 -0.4540  0.378
H16 -0.7365 3.8240 -2.1380  0.535

Properties
relative energy (zero: lowest compared OMol25 entry of this formula, charge and spin) = 50.8 kcal per mole
E_LUMO = -4.80 eV
E_HOMO = -0.43586 hartree
electronic energy = -13094.2349 eV
charge = +1

---

Entry from the Open Molecules 2025 dataset: C5H8O2 as an isolated structure at a distorted geometry (ωB97M-V/def2-TZVPD).

Each line ends with the natural charge from an NBO analysis.
Geometry (Å):
O1 2.1575 -1.2204 0.1058  -0.701
C1 1.0265 -0.4108 0.3923  0.049
C2 0.6033 1.1035 -0.2132  -0.426
C3 -0.8700 0.8562 -0.5635  0.077
C4 -1.3589 -0.0610 0.5571  -0.449
C5 -0.3114 -0.9923 -0.0040  0.090
O2 -0.8446 -0.1844 -1.5067  -0.566
H1 1.9853 -1.8190 -0.6344  0.474
H2 1.1840 -0.1552 1.4506  0.196
H3 0.6409 1.8884 0.5584  0.198
H4 1.1716 1.4159 -1.0946  0.227
H5 -1.3849 1.8009 -0.7992  0.185
H6 -1.2260 0.3166 1.5730  0.199
H7 -2.3451 -0.4850 0.3896  0.228
H8 -0.4283 -2.0534 -0.2112  0.217

Properties
relative energy (zero: lowest compared OMol25 entry of this formula, charge and spin) = 76.4 kcal per mole
E_LUMO = 0.89 eV
E_HOMO = -0.35050 hartree
electronic energy = -9406.5171 eV
charge = 0

---

Entry from the Open Molecules 2025 dataset: a 2-piece molecular cluster, C2H10NO overall at a distorted geometry (ωB97M-V/def2-TZVPD).

Each line ends with the natural charge from an NBO analysis.
Geometry (Å):
N1 -2.4276 -0.8931 0.4760  -0.914
H1 -2.9535 -0.5075 -0.3128  0.436
H2 -2.9314 -0.5967 1.3219  0.436
H3 -1.3481 -0.5291 0.4660  0.479
H4 -2.5244 -1.9096 0.4395  0.435
C1 0.9914 0.8439 0.1522  -0.054
O1 -0.0343 -0.2190 0.1243  -0.754
C2 2.0273 0.5420 -0.9018  -0.648
H5 1.4432 0.8872 1.1361  0.193
H6 0.4037 1.7356 -0.0145  0.200
H7 0.4628 -1.0119 -0.1176  0.500
H8 2.3333 -0.5149 -0.8664  0.210
H9 2.9214 1.1301 -0.7601  0.252
H10 1.6269 0.7292 -1.8960  0.228

Properties
relative energy (zero: lowest compared OMol25 entry of this formula, charge and spin) = 11.1 kcal per mole
E_LUMO = -3.62 eV
E_HOMO = -0.57084 hartree
electronic energy = -5767.2013 eV
charge = +1

---

Entry from the Open Molecules 2025 dataset: C13H17ClINO2PV as an isolated structure at a distorted geometry (ωB97M-V/def2-TZVPD).

Each line ends with the natural charge from an NBO analysis.
Geometry (Å):
C1 -0.5634 -2.3191 -1.5719  -0.764
C2 0.7387 -1.5208 -1.5587  0.606
H1 -0.3003 -3.3736 -1.7603  0.324
H2 -1.3396 -2.0817 -2.3448  0.284
H3 -1.0350 -2.2657 -0.5693  0.283
O1 1.7871 -2.1193 -1.5119  -0.329
I1 1.1996 2.3941 -0.1089  0.371
V1 -0.9339 0.3146 -0.7673  0.780
P1 -0.0270 0.7328 -2.9721  0.989
C3 1.6558 1.2064 -3.4968  -0.936
C4 -0.5011 -0.4454 -4.2923  -0.938
H4 -1.9795 2.1688 -2.8939  0.272
H5 -1.0574 2.3606 -4.4102  0.277
H6 -0.4844 3.1251 -2.9073  0.274
C5 -0.9779 2.2459 -3.3258  -0.946
H7 -1.5397 -0.7609 -4.1413  0.259
H8 -0.4074 0.0865 -5.2465  0.282
H9 1.5852 1.4718 -4.5570  0.280
H10 2.3531 0.3727 -3.3752  0.268
H11 0.1499 -1.3282 -4.2954  0.262
H12 2.0235 2.0673 -2.9314  0.270
C6 1.3020 0.1840 -0.7075  0.216
O2 2.4626 -0.1155 -0.6228  -0.490
Cl1 -3.0329 0.7132 -0.7914  -0.187
N1 -0.5011 -0.2952 1.0820  -0.591
C7 -0.1921 -0.2707 2.2296  0.614
C8 -0.0900 -0.2763 3.6245  -0.218
C9 -1.2685 -0.1565 4.3727  -0.124
C10 -1.2202 -0.0400 5.7623  -0.202
C11 0.0139 -0.1185 6.4228  -0.100
C12 1.1887 -0.3282 5.6879  -0.204
C13 1.1355 -0.4396 4.2957  -0.128
H13 -2.2290 -0.1743 3.8687  0.237
H14 -2.1450 0.1079 6.3301  0.257
H15 0.0488 -0.0395 7.5210  0.255
H16 2.1448 -0.4073 6.2205  0.256
H17 2.0364 -0.6755 3.7419  0.238

Properties
relative energy (zero: lowest compared OMol25 entry of this formula, charge and spin) = 0.0 kcal per mole
E_LUMO (alpha / beta) = -9.09 / -9.44 eV
E_HOMO (alpha / beta) = -0.57013 / -0.56972 hartree
spin multiplicity = 3
electronic energy = -74922.9603 eV
charge = +2

---

Entry from the Open Molecules 2025 dataset: the molecule C3H10N2OS at a distorted geometry (ωB97M-V/def2-TZVPD).

Each line ends with the natural charge from an NBO analysis.
Geometry (Å):
C1 0.4028 -0.4855 -1.7234  -0.641
C2 1.2117 0.2490 1.8803  -0.384
C3 0.5956 0.2977 -0.5062  -0.109
N1 -2.1873 -0.3912 -0.5813  -1.032
N2 1.0530 -0.4473 0.5675  -0.616
O1 -1.3510 1.4153 1.0904  -0.989
S1 -1.2375 1.1384 -0.3127  1.245
H1 -0.3334 -1.2330 -1.6944  0.234
H2 1.2897 -0.9688 -2.0182  0.212
H3 0.0968 0.2061 -2.3487  0.205
H4 1.1418 1.2751 1.6503  0.203
H5 0.5426 -0.0500 2.5421  0.190
H6 2.1746 0.0707 2.2454  0.179
H7 1.1285 1.2405 -0.7786  0.197
H8 -2.1372 -0.8199 0.2506  0.358
H9 -3.1004 -0.1648 -0.9270  0.381
H10 0.7098 -1.3322 0.6637  0.368

Properties
relative energy (zero: lowest compared OMol25 entry of this formula, charge and spin) = 78.1 kcal per mole
E_LUMO = 0.90 eV
E_HOMO = -0.29180 hartree
electronic energy = -19133.6421 eV
charge = 0

---

Entry from the Open Molecules 2025 dataset: C5H13NO2 as an isolated structure at a distorted geometry (ωB97M-V/def2-TZVPD).

Each line ends with the natural charge from an NBO analysis.
Geometry (Å):
C1 0.2030 0.7631 0.4681  0.130
C2 0.1644 -0.6713 0.5079  0.087
C3 2.3220 -0.6317 0.4797  -0.261
C4 -1.6939 0.8829 0.7148  -0.433
C5 -2.5087 0.4542 -0.4745  -0.632
N1 -0.0892 -1.4149 -0.6346  -0.850
O1 0.5015 1.3976 -0.7086  -0.745
O2 2.5479 -0.2082 -0.9033  -0.805
H1 1.3454 0.9913 -1.0430  0.509
H2 3.4930 -0.1885 -1.1052  0.483
H3 0.5490 1.2671 1.3641  0.181
H4 -0.1082 -1.1290 1.4515  0.218
H5 0.3680 -1.0442 -1.4626  0.417
H6 -0.6758 -2.2276 -0.5301  0.403
H7 2.9241 -0.0075 1.1459  0.148
H8 2.6128 -1.6824 0.5763  0.147
H9 -2.0235 0.4173 1.6447  0.185
H10 -1.7147 1.9654 0.8487  0.199
H11 -2.0816 0.8459 -1.4002  0.220
H12 -2.6066 -0.6331 -0.5302  0.194
H13 -3.5288 0.8534 -0.4095  0.206

Properties
relative energy (zero: lowest compared OMol25 entry of this formula, charge and spin) = 116.8 kcal per mole
E_LUMO = 0.79 eV
E_HOMO = -0.25792 hartree
electronic energy = -10976.8153 eV
charge = 0